Density functional theory data (wB97M-V/def2-TZVPD) for a 2-piece molecular cluster, C26H20BF6N overall.

Each line ends with the natural charge from an NBO analysis.
Atoms and positions in Å:
F1 1.93402 -4.10465 0.86328  -0.337
C1 2.31785 -3.01421 1.60965  0.560
C2 3.61353 -3.03122 2.12316  -0.342
C3 4.14983 -1.82174 2.57934  -0.136
C4 3.44395 -0.62157 2.40357  -0.318
C5 2.13591 -0.68503 1.93994  0.491
F2 1.52601 0.49858 1.57098  -0.334
C6 1.46727 -1.88779 1.62940  -0.549
B1 -0.01849 -1.89951 1.15231  0.882
C7 -0.58771 -3.01851 0.24278  -0.486
C8 -0.53637 -3.17419 -1.15706  0.451
F3 0.07225 -2.17686 -1.90510  -0.336
C9 -1.16224 -4.21012 -1.83540  -0.297
C10 -1.82229 -5.20958 -1.10175  -0.174
C11 -1.90221 -5.11067 0.29006  -0.287
C12 -1.33262 -4.01032 0.90204  0.437
F4 -1.51843 -3.85678 2.26244  -0.336
C13 -0.96238 -0.79969 1.70047  -0.513
C14 -1.97902 -0.19894 0.93151  0.471
F5 -1.93304 -0.34933 -0.44295  -0.333
C15 -2.99309 0.58770 1.45791  -0.306
C16 -2.98858 0.84711 2.83649  -0.148
C17 -1.94456 0.37772 3.64360  -0.305
C18 -0.96854 -0.41098 3.05661  0.472
F6 0.02983 -0.86250 3.88533  -0.332
H1 0.05975 0.66333 -1.67390  0.193
H2 4.18179 -3.96438 2.14674  0.239
H3 5.13591 -1.82126 3.03428  0.225
H4 3.91227 0.34187 2.59743  0.240
H5 -1.11483 -4.25092 -2.92859  0.237
H6 -2.29024 -6.05686 -1.60531  0.224
H7 -2.45137 -5.83773 0.89024  0.235
H8 -3.81272 0.90395 0.80102  0.240
H9 -3.82746 1.36726 3.29886  0.225
H10 -1.93174 0.53460 4.72838  0.239
C19 -1.01173 2.15009 -3.94906  -0.403
N1 -0.04521 2.29061 -2.88191  -0.463
C20 0.16760 3.42706 -2.12915  0.278
C21 0.05763 4.70002 -2.75050  -0.299
C22 0.42242 5.85232 -2.05677  -0.192
C23 0.89331 5.75973 -0.73902  -0.273
C24 0.95988 4.51088 -0.09418  -0.177
C25 0.60064 3.34877 -0.77123  -0.323
C26 0.60652 1.06825 -2.50234  -0.402
H11 -1.62912 3.06549 -3.96374  0.209
H12 -0.53233 2.01082 -4.93110  0.186
H13 -1.74096 1.29477 -3.83135  0.193
H14 -0.27601 4.76563 -3.79324  0.211
H15 0.34579 6.82557 -2.55002  0.211
H16 1.19016 6.67062 -0.20716  0.209
H17 1.27312 4.45989 0.95253  0.210
H18 0.62444 2.40025 -0.22026  0.224
H19 1.63702 1.27178 -2.13510  0.203
H20 0.55457 0.39071 -3.37416  0.205

Results
Orbital gap in Ha: 0.236
SMILES string: Fc1cccc(F)c1B(c1c(F)cccc1F)c1c(F)cccc1F.CN(C)c1ccccc1

***

Density functional theory data (wB97M-V/def2-TZVPD) for C26H20Br2CoNO3PS3 as an isolated structure.

Each line ends with the natural charge from an NBO analysis.
Atoms and positions in Å:
Co1 -0.24031 -0.92383 0.96545  1.320
S1 2.09718 0.34151 1.87304  0.190
C1 0.83718 0.57006 2.97035  -0.196
N1 -0.38017 0.12947 2.67352  -0.588
C2 -1.26139 0.33249 3.69574  0.201
C3 -2.61614 -0.00968 3.71952  -0.206
C4 -3.35047 0.25789 4.85337  -0.188
C5 -2.76330 0.86648 5.96737  -0.132
C6 -1.42907 1.22676 5.95842  -0.216
C7 -0.68180 0.95650 4.82529  -0.203
S2 0.99793 1.29956 4.54381  0.527
H1 -3.06090 -0.46748 2.85120  0.253
H2 -4.39619 -0.00810 4.88657  0.240
H3 -3.35850 1.06351 6.84453  0.238
H4 -0.96611 1.70513 6.80377  0.240
O1 -0.49767 -2.58484 -0.12632  -1.048
S3 -1.70000 -2.06500 -0.85178  2.396
O2 -2.78447 -2.97360 -0.96354  -0.908
O3 -1.99487 -0.76621 -0.17827  -1.035
C8 -1.08479 -1.63612 -2.46795  -0.330
C9 -1.52125 -2.28842 -3.60446  -0.169
C10 -0.97208 -1.94091 -4.82969  -0.181
C11 -0.02117 -0.93327 -4.90677  -0.199
C12 0.40613 -0.28075 -3.76371  -0.121
C13 -0.11956 -0.64667 -2.52387  -0.348
P1 0.52256 0.17017 -1.01994  0.868
C14 2.29820 -0.03003 -1.37187  -0.391
C15 3.16634 0.92901 -1.88150  -0.211
C16 4.46115 0.56846 -2.21673  -0.197
C17 4.88647 -0.73900 -2.05050  -0.189
C18 4.02704 -1.69276 -1.52328  -0.202
C19 2.74088 -1.33828 -1.17076  -0.153
C20 0.02068 1.88583 -1.28317  -0.411
C21 -1.17452 2.17896 -1.94229  -0.175
C22 -1.53699 3.49973 -2.13486  -0.197
C23 -0.71816 4.52191 -1.67721  -0.182
C24 0.45506 4.23100 -0.99827  -0.224
C25 0.81184 2.91459 -0.77292  -0.148
H5 -2.27058 -3.05891 -3.51268  0.251
H6 -1.27902 -2.46172 -5.72316  0.232
H7 0.39341 -0.66392 -5.86662  0.230
H8 1.14930 0.50285 -3.81549  0.219
H9 2.84178 1.94415 -2.04208  0.226
H10 5.13891 1.31464 -2.60633  0.227
H11 5.88853 -1.01757 -2.33640  0.227
H12 4.36253 -2.70813 -1.37819  0.225
H13 2.05874 -2.07252 -0.75252  0.216
H14 -1.80571 1.37442 -2.29641  0.231
H15 -2.46082 3.73365 -2.64152  0.228
H16 -1.00709 5.54935 -1.82840  0.226
H17 1.08925 5.02811 -0.64123  0.225
H18 1.70367 2.67528 -0.20936  0.206
Br1 -2.46771 -3.23734 2.29486  0.083
C26 -1.00432 -3.82106 3.44476  -0.507
Br2 0.68032 -2.98927 2.92496  0.047
H19 -0.88606 -4.89815 3.34580  0.246
H20 -1.22387 -3.51796 4.46769  0.235

Results
Relative energy (zero: lowest compared OMol25 entry of this formula, charge and spin) in kJ/mol: 56.9
Orbital gap (alpha / beta) in Ha: 0.299 / 0.186
Total charge: +1
Spin multiplicity: 5

***

Density functional theory data (wB97M-V/def2-TZVPD) for C26H20BrN5O2RuS2 as an isolated structure.

Each line ends with the natural charge from an NBO analysis.
Atoms and positions in Å:
Ru1 -1.00793 0.38057 -1.33465  0.831
O1 1.32995 -2.23752 2.77613  -0.670
C1 0.01690 -2.51020 2.94529  0.363
C2 -0.31439 -3.42979 3.93798  -0.277
C3 -1.63518 -3.72813 4.19429  -0.139
C4 -2.66454 -3.12739 3.46420  -0.258
C5 -2.34044 -2.25115 2.45745  -0.137
C6 -1.00235 -1.92959 2.17586  -0.208
C7 -0.73346 -1.01434 1.06618  0.627
O2 -1.68245 -0.72973 0.25841  -0.646
N1 0.49600 -0.46490 0.98132  -0.513
N2 0.55308 0.31709 -0.12772  -0.153
C8 1.58697 0.98741 -0.47283  0.059
C9 1.46946 1.71659 -1.74389  0.150
C10 2.51267 2.40948 -2.32234  -0.205
C11 2.28018 3.11245 -3.49768  -0.130
C12 1.01330 3.10384 -4.05199  -0.230
C13 0.01634 2.36822 -3.43001  0.082
N3 0.23771 1.68558 -2.30577  -0.395
H1 1.40412 -1.50711 2.13470  0.503
H2 0.48938 -3.88772 4.49946  0.235
H3 -1.87375 -4.43769 4.97697  0.224
H4 -3.69860 -3.35316 3.68366  0.225
H5 -3.11068 -1.79340 1.85202  0.232
H6 2.48973 0.99270 0.12651  0.228
H7 3.48802 2.39963 -1.85443  0.241
H8 3.08239 3.66510 -3.96895  0.241
H9 0.78994 3.64772 -4.95896  0.246
H10 -0.98068 2.30209 -3.83983  0.233
S1 -2.06618 -0.39322 -3.33056  -0.009
C14 -0.63111 -1.30915 -3.28755  -0.096
N4 0.04354 -1.19124 -2.16567  -0.478
C15 1.25282 -1.93158 -2.20738  0.186
C16 2.19913 -2.11058 -1.19903  -0.258
C17 3.29925 -2.90739 -1.45492  -0.179
C18 3.46946 -3.53511 -2.68916  -0.201
C19 2.52505 -3.38899 -3.68415  -0.200
C20 1.41798 -2.58525 -3.43046  -0.234
S2 0.07836 -2.27988 -4.50369  0.486
H11 2.06009 -1.67170 -0.22564  0.228
H12 4.03113 -3.06209 -0.67293  0.228
H13 4.33932 -4.15463 -2.86306  0.231
H14 2.63803 -3.89350 -4.63495  0.235
C21 -0.97620 3.14327 3.96349  -0.637
C22 -1.57702 3.01047 2.59075  -0.025
C23 -2.79250 3.59197 2.24973  -0.125
C24 -3.33300 3.41694 0.98418  -0.256
C25 -2.59571 2.64926 0.11414  0.166
Br1 -3.18963 2.20761 -1.61900  0.185
N5 -1.42783 2.09467 0.38137  -0.482
C26 -0.93004 2.27201 1.60954  0.062
H15 -1.53088 3.85726 4.56904  0.231
H16 0.06053 3.47652 3.90973  0.233
H17 -0.98665 2.18279 4.48116  0.241
H18 -3.33012 4.18256 2.98194  0.236
H19 -4.28221 3.84503 0.69865  0.254
H20 0.02270 1.79727 1.81304  0.217

Results
Relative energy (zero: lowest compared OMol25 entry of this formula, charge and spin) in kJ/mol: 8.1
Orbital gap (alpha / beta) in Ha: 0.257 / 0.236
Total charge: +1
Spin multiplicity: 2

***

Density functional theory data (wB97M-V/def2-TZVPD) for C26H20ClIN6O7Y as an isolated structure.

Each line ends with the natural charge from an NBO analysis.
Atoms and positions in Å:
Y1 -0.60435 -0.81107 -0.27527  2.069
O1 -1.36196 -1.55473 4.16927  -0.695
C1 -0.13590 -1.52093 4.76408  0.435
C2 -0.05860 -1.56260 6.16874  -0.310
C3 1.17325 -1.56685 6.80740  -0.151
C4 2.35471 -1.48640 6.07434  -0.269
C5 2.26394 -1.43390 4.68330  -0.110
C6 1.01856 -1.41563 3.97828  -0.287
C7 0.99881 -1.24536 2.51852  0.622
O2 -0.15416 -1.45035 1.90602  -0.878
N1 2.10579 -0.85614 1.91412  -0.402
N2 1.94118 -0.87818 0.49177  -0.442
C8 0.78766 -2.59490 -1.31607  -0.451
C9 0.65876 -1.83218 -2.54508  0.189
C10 1.45063 -2.15779 -3.66629  -0.211
C11 1.34265 -1.37979 -4.82207  -0.119
C12 0.44419 -0.29331 -4.82685  -0.239
C13 -0.28301 -0.01448 -3.65816  0.045
N3 -0.22422 -0.80732 -2.56935  -0.632
H1 -1.12080 -1.57615 3.20241  0.497
H2 -0.99856 -1.66589 6.77540  0.232
H3 1.18220 -1.68120 7.90504  0.224
H4 3.33785 -1.41790 6.58079  0.229
H5 3.17255 -1.36042 4.06685  0.236
H6 0.36542 -3.59902 -1.29190  0.222
H7 2.04219 -3.07876 -3.64727  0.252
H8 1.94946 -1.62213 -5.68797  0.242
H9 0.23834 0.29366 -5.72203  0.245
H10 -1.02437 0.80451 -3.60982  0.212
O3 4.85492 0.27977 -0.92523  -0.661
C14 3.91942 0.89700 -1.65581  0.786
O4 4.12202 1.34764 -2.75757  -0.536
C15 2.56997 1.14067 -1.00174  -0.288
C16 1.85564 2.32523 -1.25301  0.202
Cl1 2.40893 3.65286 -2.09891  0.174
N4 0.64720 2.27381 -0.61896  -0.209
N5 0.54840 1.08752 0.11209  -0.445
C17 1.69277 0.43215 -0.10532  0.362
C18 2.79866 -1.89322 -0.10011  0.929
O5 3.97845 -2.04656 0.07594  -0.541
O6 2.17652 -2.78053 -0.93859  -0.476
C19 -0.41777 3.15762 -0.60542  0.190
C20 -0.12934 4.56267 -0.52032  -0.223
C21 -1.14082 5.50582 -0.66026  -0.183
C22 -2.50264 5.09332 -0.65250  -0.178
C23 -2.77299 3.73481 -0.57781  -0.206
C24 -1.78032 2.75299 -0.66363  -0.233
H11 4.50883 -0.41573 -0.33211  0.513
H12 0.89333 4.87515 -0.31396  0.239
H13 -0.88961 6.58033 -0.79415  0.241
H14 -3.30518 5.85367 -0.65770  0.239
H15 -3.83099 3.43631 -0.47839  0.229
H16 -2.01999 1.67930 -0.59231  0.181
N6 -4.05572 -2.12055 -2.20117  -0.755
C25 -3.85782 -1.52789 -1.02153  0.701
O7 -2.70731 -1.25048 -0.52110  -0.777
C26 -5.10554 -1.32917 -0.26119  -0.576
I1 -6.44164 0.05512 -1.45714  0.131
H17 -3.25680 -2.58080 -2.64507  0.432
H18 -4.94323 -1.91284 -2.66867  0.439
H19 -4.93138 -0.87586 0.73308  0.271
H20 -5.74817 -2.22492 -0.20963  0.277

Results
Relative energy (zero: lowest compared OMol25 entry of this formula, charge and spin) in kJ/mol: 405.8
Orbital gap in Ha: 0.216
Total charge: +1